The following is a quantum chemistry calculation of an isolated molecule of H3P3S at a distorted geometry, from the Open Molecules 2025 dataset.

XYZ file:
```
7
H3P3S (wB97M-V/def2-TZVPD)
P 3.6164 0.8301 -0.0600
P -0.2746 1.1460 -0.1749
P 2.4078 -0.7055 -0.0403
S 0.1388 -0.8665 -0.2467
H -1.7510 0.7588 -0.0409
H -0.2125 1.3710 -1.6379
H 2.3133 -2.0336 -0.3330
```

Output
maximum force = 2.4 eV Å⁻¹
frontier orbital gap = 7.35 eV
M = 128.0 g mol⁻¹
multiplicity = 1
LUMO = -0.0412 Ha

Atomic partial charges in e from the Mulliken method, atoms 1 to 5: atom 1 (P): -0.002, atom 2 (P): -0.097, atom 3 (P): 0.083, atom 4 (S): -0.218, atom 5 (H): 0.078

The following is a quantum chemistry calculation of an isolated molecule of H3PS at a distorted geometry, from the Open Molecules 2025 dataset.

XYZ file:
```
5
H3PS (wB97M-V/def2-TZVPD)
P 0.8693 -0.3317 0.0063
S -1.4058 -0.0228 -0.0603
H 1.1609 1.0103 0.2748
H 0.9002 -0.0803 -1.3725
H -1.5245 -0.5755 1.1517
```

Output
maximum force = 2.0 eV Å⁻¹
frontier orbital gap = 9.65 eV
M = 66.1 g mol⁻¹
multiplicity = 1
LUMO = 0.0106 Ha

Population analysis type Mulliken, resulting atomic charges in e: atom 1 (P): -0.038, atom 2 (S): -0.261, atom 3 (H): 0.089, atom 4 (H): 0.067, atom 5 (H): 0.143

The following is a quantum chemistry calculation of H3PS as an isolated structure at a distorted geometry, from the Open Molecules 2025 dataset.

XYZ file:
```
5
H3PS (wB97M-V/def2-TZVPD)
P -0.0987 -0.0559 -0.1975
S 2.6333 0.2083 0.0967
H -1.1715 -0.8303 -0.5684
H -0.5108 -0.3286 1.1087
H -0.8524 1.0064 -0.4396
```

Output
maximum force = 2.4 eV Å⁻¹
frontier orbital gap (alpha / beta) = 9.86 / 7.08 eV
M = 66.1 g mol⁻¹
multiplicity = 3
LUMO (alpha / beta) = 0.0397 / -0.0722 Ha

Population analysis type Mulliken, resulting atomic charges in e: atom 1 (P): -0.108, atom 2 (S): -0.142, atom 3 (H): 0.084, atom 4 (H): 0.086, atom 5 (H): 0.080

The following is a quantum chemistry calculation of an isolated molecule of H3PS2 at a distorted geometry, from the Open Molecules 2025 dataset.

XYZ file:
```
6
H3PS2 (wB97M-V/def2-TZVPD)
P -0.7097 0.2860 -0.8315
S 2.0376 -1.4423 -0.1145
S 0.3308 -0.3389 0.8083
H -0.6794 1.4837 -0.0739
H -1.9018 0.0647 -0.2563
H 2.6830 -0.2778 -0.3497
```

Output
maximum force = 3.5 eV Å⁻¹
frontier orbital gap = 9.23 eV
M = 98.1 g mol⁻¹
multiplicity = 1
LUMO = -0.0044 Ha

Atomic partial charges in e from the Mulliken method, atoms 1 to 5: atom 1 (P): 0.010, atom 2 (S): -0.210, atom 3 (S): -0.111, atom 4 (H): 0.074, atom 5 (H): 0.061

The following is a quantum chemistry calculation of an isolated molecule of H3PS2 at a distorted geometry, from the Open Molecules 2025 dataset.

XYZ file:
```
6
H3PS2 (wB97M-V/def2-TZVPD)
P 0.0788 -0.9280 0.0773
S 1.7923 0.3161 0.2747
S -1.5994 0.2164 0.3243
H -0.1236 -0.6557 -1.3892
H 1.7768 1.1444 -0.8830
H -1.9249 -0.0932 1.5960
```

Output
maximum force = 2.1 eV Å⁻¹
frontier orbital gap = 9.86 eV
M = 98.1 g mol⁻¹
multiplicity = 1
LUMO = 0.0152 Ha

Atomic partial charges in e from the Mulliken method, atoms 1 to 5: atom 1 (P): 0.088, atom 2 (S): -0.256, atom 3 (S): -0.217, atom 4 (H): 0.067, atom 5 (H): 0.164

The following is a quantum chemistry calculation of a 2-piece molecular cluster, H3PS2 overall at a distorted geometry, from the Open Molecules 2025 dataset.

XYZ file:
```
6
H3PS2 (wB97M-V/def2-TZVPD)
P 0.8089 -0.7113 -0.5997
S -1.7981 0.5279 2.6379
S -0.0061 1.0809 -0.3040
H 2.1758 -0.4160 -0.6208
H 0.6587 -0.8644 -1.9803
H -2.8694 1.2708 2.3844
```

Output
maximum force = 1.7 eV Å⁻¹
frontier orbital gap (alpha / beta) = 4.85 / 4.86 eV
M = 98.1 g mol⁻¹
multiplicity = 1
LUMO (alpha / beta) = -0.1346 / -0.1344 Ha

Atomic partial charges in e from the Mulliken method, atoms 1 to 5: atom 1 (P): 0.038, atom 2 (S): -0.253, atom 3 (S): -0.105, atom 4 (H): 0.094, atom 5 (H): 0.093

The following is a quantum chemistry calculation of an isolated molecule of H3PS2 at a distorted geometry, from the Open Molecules 2025 dataset.

XYZ file:
```
6
H3PS2 (wB97M-V/def2-TZVPD)
P 1.3090 0.0343 -0.4533
S 3.0173 -0.2549 0.3612
S 0.1937 1.8317 0.1680
H 1.0717 0.2326 -2.1030
H 0.4071 -0.9678 -0.3044
H 0.2095 2.7164 -0.8742
```

Output
maximum force = 4.1 eV Å⁻¹
frontier orbital gap = 9.48 eV
M = 98.1 g mol⁻¹
multiplicity = 1
LUMO = 0.0032 Ha

Atomic partial charges in e from the Mulliken method, atoms 1 to 5: atom 1 (P): 0.155, atom 2 (S): -0.314, atom 3 (S): -0.247, atom 4 (H): 0.110, atom 5 (H): 0.126

The following is a quantum chemistry calculation of a 21-piece molecular cluster, H40N3O20 overall at a distorted geometry, from the Open Molecules 2025 dataset.

XYZ file:
```
63
H40N3O20 (wB97M-V/def2-TZVPD)
N -0.5871 -0.5546 -1.1043
N 0.7174 0.7458 0.5398
N 0.0749 0.0949 -0.3010
O -2.9642 -4.6989 -0.1542
H -2.8522 -3.9633 -0.8398
H -3.2618 -5.5369 -0.6369
O 0.7137 3.4814 -0.7798
H 0.2480 2.8711 -1.4389
H 0.0240 3.8179 -0.1203
O 1.1843 0.5341 -2.9135
H 0.5805 0.1144 -2.2186
H 2.0113 0.8806 -2.4446
O 3.4728 -1.2738 0.5455
H 3.8232 -1.6452 1.4190
H 2.6984 -1.8517 0.2454
O 3.2993 1.6855 -1.7924
H 3.1963 2.0127 -0.8405
H 4.2357 1.3175 -1.8996
O 2.4238 4.1071 1.3885
H 1.9589 3.6624 0.6075
H 2.6816 3.3885 2.0525
O -4.0519 2.5807 -0.6257
H -3.8900 2.6318 0.3718
H -4.9401 2.1204 -0.7776
O 0.9820 -2.9315 -0.2319
H 0.2594 -2.2951 -0.5428
H 1.3337 -3.4281 -1.0403
O -1.8334 0.1399 1.7958
H -1.1165 0.3170 1.1041
H -1.4043 0.1780 2.7113
O 1.9574 -4.7002 -1.9281
H 1.6128 -5.6088 -1.6463
H 1.8543 -4.6214 -2.9316
O 1.0592 -0.4053 3.1761
H 0.4991 0.1806 3.7817
H 1.1771 0.0753 2.2935
O 0.9828 -1.1705 -5.2158
H 1.0328 -0.5712 -4.4021
H 1.9198 -1.4830 -5.4352
O -1.0989 2.1858 -2.5966
H -0.4559 1.4516 -2.8635
H -1.8503 1.7681 -2.0631
O -3.7327 2.3709 2.0275
H -3.3295 1.4483 1.9273
H -3.5926 2.6740 2.9826
O -2.6591 -2.7889 -2.0927
H -2.6791 -2.7607 -3.1039
H -1.9351 -2.1580 -1.7741
O -3.3704 -1.5723 0.2861
H -2.5981 -1.0145 0.6269
H -3.0837 -2.0125 -0.5786
O 4.1701 1.0755 1.3930
H 3.5985 0.3039 1.0744
H 5.1359 0.8610 1.1805
O -0.6444 1.5691 4.1128
H -0.8136 1.4933 5.1075
H -0.6094 2.5515 3.8731
O -1.4260 3.7639 1.0248
H -1.9281 2.9342 0.7362
H -1.4783 3.8292 2.0331
O 1.1697 -3.0218 2.5531
H 0.8979 -3.1136 1.5828
H 1.1997 -2.0362 2.7800
```

Output
maximum force = 6.6 eV Å⁻¹
frontier orbital gap = 7.72 eV
M = 402.3 g mol⁻¹
multiplicity = 1
total charge = -1
LUMO = 0.0572 Ha

Atomic partial charges in e from the Mulliken method, atoms 1 to 5: atom 1 (N): -1.360, atom 2 (N): -0.980, atom 3 (N): 1.303, atom 4 (O): -0.643, atom 5 (H): 0.482